# C16H24F4N4O20

8 unconnected molecules or ions with the total composition C16H24F4N4O20 at a distorted geometry (wB97M-V/def2-TZVPD, the Open Molecules 2025 dataset).

energy relative to the best compared isomer or geometry (same formula, charge and spin): 0.011 eV
HOMO: -10.57 eV
maximum force: 2.3 eV/A
molecular weight: 668.4 g/mol
orbital gap: 10.7 eV

```
68
Properties=species:S:1:pos:R:3:lowdin_charge:R:1
O 2.269 -5.215 4.214 0.20
C 1.639 -4.903 3.283 -0.57
O 1.930 -3.851 2.503 0.06
C 0.745 -3.490 1.760 -0.05
C 0.034 -4.828 1.725 -0.30
F 0.414 -5.569 0.606 0.03
O 0.467 -5.475 2.878 0.14
H 0.178 -2.748 2.317 0.13
H 1.083 -3.127 0.801 0.12
H -1.052 -4.783 1.669 0.16
O -2.539 5.113 -1.673 0.17
C -2.014 5.012 -0.628 -0.57
O -2.623 4.402 0.431 0.05
C -1.686 4.347 1.503 -0.04
C -0.694 5.473 1.164 -0.25
F 0.597 5.099 1.478 0.05
O -0.866 5.594 -0.254 0.14
H -2.125 4.592 2.469 0.14
H -1.153 3.396 1.505 0.13
H -0.913 6.451 1.591 0.17
O 3.088 -1.362 1.202 0.19
C 4.165 -1.686 1.507 -0.56
O 4.559 -2.097 2.727 0.08
C 5.996 -2.182 2.720 -0.04
C 6.266 -2.431 1.244 -0.26
F 6.094 -3.795 0.985 0.04
O 5.205 -1.747 0.617 0.13
H 6.425 -1.260 3.121 0.14
H 6.300 -2.983 3.388 0.14
H 7.239 -2.143 0.865 0.17
O -0.358 -1.091 -5.463 0.20
C -0.845 -0.050 -5.232 -0.56
O -2.072 0.331 -5.597 0.10
C -2.157 1.710 -5.407 -0.07
C -1.050 2.014 -4.404 -0.28
F -1.562 1.981 -3.108 0.02
O -0.223 0.924 -4.504 0.14
H -1.947 2.250 -6.337 0.14
H -3.134 2.042 -5.075 0.14
H -0.577 2.980 -4.540 0.17
C 2.030 0.960 3.583 0.05
N 2.270 2.171 2.776 -0.46
O 2.006 2.113 1.608 0.07
O 2.724 3.140 3.326 0.07
H 1.953 0.082 2.954 0.07
H 1.162 1.134 4.208 0.11
H 2.903 0.814 4.217 0.10
C 0.310 0.224 -0.759 0.07
N -0.514 0.274 0.485 -0.42
O -1.510 0.960 0.502 0.06
O -0.165 -0.462 1.393 0.04
H -0.160 -0.596 -1.302 0.09
H 1.336 -0.013 -0.518 0.09
H 0.122 1.147 -1.287 0.08
C -4.213 2.421 -1.560 0.03
N -5.013 1.974 -0.396 -0.44
O -6.202 1.763 -0.553 0.06
O -4.437 1.967 0.665 0.07
H -4.663 2.060 -2.477 0.09
H -3.194 2.077 -1.455 0.07
H -4.195 3.509 -1.544 0.09
C -2.793 -3.953 -2.118 0.06
N -2.208 -2.958 -1.180 -0.47
O -2.892 -2.039 -0.846 0.09
O -1.087 -3.123 -0.814 0.07
H -1.976 -4.582 -2.449 0.10
H -3.198 -3.421 -2.964 0.10
H -3.501 -4.540 -1.544 0.10
```